No. 1
This record from the Open Molecules 2025 dataset describes a single C7H7Br2P molecule. The level of theory is ωB97M-V/def2-TZVPD.

Computed properties:
- Energy relative to the best compared isomer or geometry (same formula, charge and spin): 357.76 kJ/mol
- SMILES: BrC(Br)=[PH2]c1ccccc1
- Highest occupied orbital energy: -8.13 eV

```
17
Properties=species:S:1:pos:R:3:forces:R:3:mulliken_charge:R:1
C -2.04878 -0.11898 -1.67954 2.786 0.697 4.153 -0.690
C -1.31749 1.04143 -1.17637 -2.271 0.685 -2.410 -0.245
C -1.73136 -1.13959 -0.74877 -3.008 -0.773 -2.203 -0.142
C -0.42586 1.25164 -0.16869 0.844 -2.241 1.229 -0.467
C -0.82620 -1.00097 0.30829 -0.036 -0.893 -0.504 -0.457
C -0.05309 0.10315 0.62359 -1.341 0.693 -0.568 0.559
C 2.94941 -0.07251 0.84355 2.226 2.004 -2.357 -0.234
P 1.44730 -0.05230 1.64393 0.654 -1.949 1.135 0.099
Br 3.05818 -1.20057 -0.82001 -0.495 0.718 1.468 -0.120
Br 3.09189 2.05287 0.01928 -0.289 -1.684 0.857 -0.297
H -2.82764 -0.14684 -2.45787 0.793 0.137 0.505 0.369
H -1.61299 1.97824 -1.57800 -0.174 0.766 -0.932 0.312
H -2.41184 -2.07127 -0.85859 1.750 1.194 0.571 0.229
H -0.06024 2.24006 0.00506 0.284 0.292 0.098 0.433
H -0.76594 -1.92914 0.79804 0.644 -0.857 1.161 0.345
H 1.63146 0.39337 3.00692 -0.613 1.065 -1.236 0.156
H 1.90319 -1.32858 2.23919 -1.754 0.145 -0.967 0.149
```
Positions in Å, forces in eV/Å.

No. 2
This record from the Open Molecules 2025 dataset describes a molecular structure, C4H5HgO. The level of theory is ωB97M-V/def2-TZVPD.

Computed properties:
- ⟨S²⟩: 0.75
- Energy relative to the best compared isomer or geometry (same formula, charge and spin): 0.00 kJ/mol
- 2S+1: 2
- Highest occupied orbital energy (spin up / spin down): -8.07 / -8.25 eV

```
11
Properties=species:S:1:pos:R:3:forces:R:3:lowdin_spin:R:1
C -2.35745 -1.29747 0.34398 0.252 0.838 0.169 0.003
C -2.17377 -0.10268 -0.23884 -1.161 0.023 1.066 0.007
C -0.86084 0.55609 -0.48880 -0.257 1.303 2.611 0.104
C 0.01674 0.72370 0.68132 5.514 -0.357 -1.843 0.450
O 1.25190 0.94370 0.46681 -5.377 -1.066 2.837 0.357
Hg 3.07158 1.49344 -0.88588 1.316 0.401 -1.103 0.059
H -1.54339 -1.81947 0.85441 -0.075 -0.156 -0.688 0.002
H -3.36143 -1.70621 0.47385 0.307 0.236 0.034 0.000
H -3.05267 0.54226 -0.35135 0.125 -0.530 -0.764 0.001
H -0.89507 1.78745 -0.03537 -0.648 -1.858 -2.512 0.008
H -0.35960 0.18513 -1.39941 0.003 1.168 0.194 0.009
```
Positions in Å, forces in eV/Å.

No. 3
This record from the Open Molecules 2025 dataset describes a single C3H6N2O molecule. The level of theory is ωB97M-V/def2-TZVPD.

Computed properties:
- Energy relative to the best compared isomer or geometry (same formula, charge and spin): 137.26 kJ/mol
- SMILES: N#C[C@H](O)CN
- Highest occupied orbital energy: -10.19 eV

```
12
Properties=species:S:1:pos:R:3:forces:R:3:mulliken_charge:R:1
N -0.06285 0.67276 1.26183 0.135 0.157 0.011 -0.619
C 0.71633 -0.28323 0.48069 0.124 -0.163 -0.048 -0.498
C -0.06782 -0.65366 -0.78628 0.239 0.091 -0.065 -0.002
O -1.24652 -1.35990 -0.52253 -0.169 0.103 0.216 -0.526
C -0.35964 0.64978 -1.44280 -0.220 0.996 -0.216 0.225
N -0.58530 1.75638 -1.69342 0.183 -1.048 -0.086 -0.454
H 0.49888 1.02369 2.03010 -0.183 -0.148 0.074 0.243
H -0.28977 1.48788 0.69099 0.114 -0.159 0.138 0.233
H 1.71355 0.07239 0.17583 -0.170 0.002 0.036 0.340
H 0.84448 -1.20352 1.06108 -0.001 0.128 -0.087 0.324
H 0.54250 -1.28156 -1.44168 -0.076 0.154 0.071 0.332
H -1.70384 -0.88101 0.18621 0.023 -0.114 -0.045 0.402
```
Positions in Å, forces in eV/Å.

No. 4
This record from the Open Molecules 2025 dataset describes a gas-phase ion, C7H15N (charge +1). The level of theory is ωB97M-V/def2-TZVPD.

Computed properties:
- ⟨S²⟩: 0.75
- Energy relative to the best compared isomer or geometry (same formula, charge and spin): 298.90 kJ/mol
- Total charge: +1
- 2S+1: 2
- Highest occupied orbital energy (spin up / spin down): -12.92 / -12.89 eV

```
23
Properties=species:S:1:pos:R:3:forces:R:3:lowdin_spin:R:1
C 0.09164 -0.60125 -0.70815 -0.357 -0.501 -0.450 0.041
C -0.16517 -2.03583 -0.19528 -1.729 -0.129 1.371 0.006
C -1.70458 -2.33535 -0.19979 1.791 -0.463 -0.713 0.002
C -2.34327 -2.27395 -1.35035 -1.452 1.213 0.001 0.007
C 0.12068 0.45321 0.44393 -1.200 -0.599 -1.077 0.050
N 1.13221 1.52941 0.24522 -3.937 -0.225 2.817 0.658
C 0.36176 2.82649 0.02103 0.815 -1.581 -2.006 0.050
C 2.18784 1.37970 1.20898 1.804 0.135 -0.077 0.076
H -0.78707 -0.37920 -1.35855 0.963 0.181 0.292 0.001
H 0.98491 -0.59960 -1.33675 0.076 0.277 0.247 0.000
H 0.13536 -2.19455 0.86224 0.458 0.158 -0.746 0.001
H 0.32166 -2.75767 -0.83788 0.225 -0.118 -0.003 0.001
H -2.20729 -2.76032 0.65716 0.102 0.373 0.337 0.000
H -3.43360 -2.25428 -1.33077 0.180 -0.717 -0.286 0.000
H -1.90121 -1.92638 -2.27893 0.158 -0.191 0.040 0.000
H -0.92126 0.83027 0.45316 0.808 0.585 -0.142 0.009
H 0.15088 -0.04886 1.40706 1.123 0.042 0.137 0.010
H 0.99227 3.43969 -0.59345 0.396 1.021 0.468 0.004
H -0.50587 2.60363 -0.63732 0.530 -0.086 0.683 0.001
H 0.02520 3.15608 0.99284 0.221 0.433 0.235 0.024
H 1.94663 1.61454 2.26536 -0.844 0.226 -0.521 0.044
H 2.45341 0.31775 1.25749 0.197 0.250 -0.289 0.007
H 3.06486 2.01647 1.01276 -0.328 -0.284 -0.319 0.008
```
Positions in Å, forces in eV/Å.

No. 5
This record from the Open Molecules 2025 dataset describes a single C25H22ClN3O4S molecule. The level of theory is ωB97M-V/def2-TZVPD.

Computed properties:
- Energy relative to the best compared isomer or geometry (same formula, charge and spin): 186.51 kJ/mol
- SMILES: CCN(CC)S(=O)(=O)c1ccc(Cl)c(C(=O)Oc2cccc(-c3cnc4ccccc4n3)c2)c1
- Highest occupied orbital energy: -8.80 eV

```
56
Properties=species:S:1:pos:R:3:forces:R:3:mulliken_charge:R:1
C -0.99876 3.75117 5.70021 0.147 0.033 -0.110 -1.198
H -1.96304 3.84814 5.20962 -0.083 -0.028 0.093 0.307
H -0.93136 2.76686 6.15696 -0.006 -0.089 0.094 0.427
H -0.91646 4.49884 6.48424 -0.019 0.044 0.101 0.305
C 0.11484 3.90676 4.66676 -0.167 -0.438 0.249 -0.446
N 0.01581 5.06502 3.80712 -0.634 -0.004 -0.828 0.178
S -1.07195 4.95377 2.55634 0.626 -0.390 -0.106 1.338
O -2.31946 4.37062 2.95891 0.164 -0.236 0.061 -0.695
O -1.09372 6.21667 1.88147 0.273 0.172 0.015 -0.723
C -0.22095 3.77074 1.50295 -0.397 0.219 0.317 -0.432
C -0.60097 2.44655 1.49046 -0.056 -0.090 -0.031 -0.019
C 0.07131 1.52690 0.68689 0.097 0.122 -0.064 -0.147
C 1.14384 1.97398 -0.08741 -0.335 0.127 0.237 0.568
C 1.52073 3.31291 -0.06859 -0.073 0.009 0.055 -0.761
C 0.83411 4.21248 0.72504 0.056 -0.013 -0.070 -0.552
H 1.09576 5.25796 0.74695 0.125 0.127 -0.063 0.491
H 2.35118 3.63550 -0.67682 0.060 0.012 -0.038 0.458
Cl 2.06406 0.89252 -1.05257 0.432 -0.037 -0.229 -0.196
C -0.40067 0.10724 0.74995 0.008 0.148 0.591 0.508
O -0.79922 -0.39384 1.76846 0.026 0.059 -0.224 -0.590
O -0.33418 -0.47445 -0.44650 -0.234 -0.127 -0.373 -0.216
C -0.71041 -1.78852 -0.69820 -0.076 -0.428 0.010 0.209
C -0.12625 -2.34682 -1.82817 -0.064 0.072 0.147 -0.501
C -0.44479 -3.64529 -2.20715 -0.283 0.237 0.469 0.765
C -1.34672 -4.37554 -1.43137 0.052 0.014 -0.087 -0.685
C -1.92657 -3.80639 -0.31641 0.070 0.011 -0.112 -0.731
C -1.62235 -2.50694 0.06067 0.004 0.257 0.126 -0.570
H -2.07873 -2.06996 0.93276 0.015 0.008 -0.002 0.490
H -2.62948 -4.37359 0.27456 -0.064 -0.040 0.044 0.377
H -1.57838 -5.38649 -1.72658 -0.033 -0.071 -0.003 0.487
C 0.14616 -4.26779 -3.39639 0.174 -0.608 -0.335 0.552
N 0.18208 -5.58230 -3.43569 -0.142 0.379 0.346 -0.473
C 0.72573 -6.17252 -4.51566 0.286 0.255 -0.572 0.435
C 0.78660 -7.57897 -4.59224 0.082 -0.136 -0.145 -0.596
C 1.35477 -8.17354 -5.68402 -0.137 -0.073 0.266 -0.467
C 1.88065 -7.40145 -6.73499 0.093 0.256 -0.176 -0.441
C 1.83252 -6.03537 -6.69315 0.031 -0.220 -0.066 -0.509
C 1.25068 -5.39300 -5.58422 -0.235 -0.390 0.452 0.407
N 1.17680 -4.04436 -5.54194 0.081 0.310 -0.137 -0.613
C 0.64069 -3.50178 -4.48754 0.055 -0.063 -0.107 -0.518
H 0.56671 -2.42279 -4.49409 -0.043 0.095 0.106 0.446
H 2.22732 -5.42365 -7.48931 0.032 0.064 -0.079 0.444
H 2.32529 -7.90188 -7.58253 0.038 -0.009 -0.073 0.382
H 1.40635 -9.25056 -5.74787 -0.011 -0.079 0.022 0.383
H 0.38097 -8.15347 -3.77407 -0.039 -0.052 0.086 0.452
H 0.58793 -1.75509 -2.37847 0.073 0.083 -0.066 0.365
H -1.43467 2.12211 2.09466 -0.062 -0.094 0.050 0.565
C 0.30603 6.39113 4.31326 -0.139 0.625 -0.095 -0.570
C -0.88401 7.09911 4.95518 0.202 -0.100 -0.013 -0.982
H -1.21740 6.58894 5.85372 -0.057 -0.010 0.093 0.227
H -0.60508 8.11758 5.21503 -0.032 0.116 0.039 0.391
H -1.70526 7.12928 4.24418 -0.112 0.115 0.021 0.334
H 1.13565 6.30244 5.01982 -0.008 -0.082 -0.123 0.413
H 0.63721 6.97737 3.45256 0.129 0.082 0.216 0.309
H 0.10823 3.03944 4.00099 0.154 -0.105 0.187 0.225
H 1.09081 3.94427 5.16224 -0.042 -0.039 -0.165 0.396
```
Positions in Å, forces in eV/Å.

No. 6
This record from the Open Molecules 2025 dataset describes a molecular structure, C3H3OP. The level of theory is ωB97M-V/def2-TZVPD.

Computed properties:
- Energy relative to the best compared isomer or geometry (same formula, charge and spin): 272.46 kJ/mol
- Highest occupied orbital energy: -9.22 eV

```
8
Properties=species:S:1:pos:R:3:forces:R:3:mulliken_charge:R:1
C -0.16122 1.24437 -0.39362 -0.121 -4.023 2.348 -0.247
C 0.99024 -0.68925 0.11981 -2.076 -0.950 -0.478 0.523
C -0.58794 -0.52559 0.18825 0.871 2.817 -1.473 -0.603
O 1.61951 -1.63468 -0.26073 -0.178 -0.016 0.457 -0.488
P 1.43125 1.06162 0.11587 0.008 2.200 -0.603 -0.126
H -1.00307 1.92176 -0.45034 0.429 0.239 -0.596 0.368
H -1.06255 -0.18582 1.12093 0.449 -0.838 -0.121 0.287
H -1.22623 -1.19241 -0.44017 0.619 0.571 0.465 0.286
```
Positions in Å, forces in eV/Å.

Repeat the fourth record exactly.
This record from the Open Molecules 2025 dataset describes a gas-phase ion, C7H15N (charge +1). The level of theory is ωB97M-V/def2-TZVPD.

Computed properties:
- ⟨S²⟩: 0.75
- Energy relative to the best compared isomer or geometry (same formula, charge and spin): 298.90 kJ/mol
- Total charge: +1
- 2S+1: 2
- Highest occupied orbital energy (spin up / spin down): -12.92 / -12.89 eV

```
23
Properties=species:S:1:pos:R:3:forces:R:3:lowdin_spin:R:1
C 0.09164 -0.60125 -0.70815 -0.357 -0.501 -0.450 0.041
C -0.16517 -2.03583 -0.19528 -1.729 -0.129 1.371 0.006
C -1.70458 -2.33535 -0.19979 1.791 -0.463 -0.713 0.002
C -2.34327 -2.27395 -1.35035 -1.452 1.213 0.001 0.007
C 0.12068 0.45321 0.44393 -1.200 -0.599 -1.077 0.050
N 1.13221 1.52941 0.24522 -3.937 -0.225 2.817 0.658
C 0.36176 2.82649 0.02103 0.815 -1.581 -2.006 0.050
C 2.18784 1.37970 1.20898 1.804 0.135 -0.077 0.076
H -0.78707 -0.37920 -1.35855 0.963 0.181 0.292 0.001
H 0.98491 -0.59960 -1.33675 0.076 0.277 0.247 0.000
H 0.13536 -2.19455 0.86224 0.458 0.158 -0.746 0.001
H 0.32166 -2.75767 -0.83788 0.225 -0.118 -0.003 0.001
H -2.20729 -2.76032 0.65716 0.102 0.373 0.337 0.000
H -3.43360 -2.25428 -1.33077 0.180 -0.717 -0.286 0.000
H -1.90121 -1.92638 -2.27893 0.158 -0.191 0.040 0.000
H -0.92126 0.83027 0.45316 0.808 0.585 -0.142 0.009
H 0.15088 -0.04886 1.40706 1.123 0.042 0.137 0.010
H 0.99227 3.43969 -0.59345 0.396 1.021 0.468 0.004
H -0.50587 2.60363 -0.63732 0.530 -0.086 0.683 0.001
H 0.02520 3.15608 0.99284 0.221 0.433 0.235 0.024
H 1.94663 1.61454 2.26536 -0.844 0.226 -0.521 0.044
H 2.45341 0.31775 1.25749 0.197 0.250 -0.289 0.007
H 3.06486 2.01647 1.01276 -0.328 -0.284 -0.319 0.008
```
Positions in Å, forces in eV/Å.

The highest energy relative to the best compared isomer or geometry (same formula, charge and spin) belongs to which entry?
C7H7Br2P

Which value of energy relative to the best compared isomer or geometry (same formula, charge and spin) does entry 2 give?
0.00 kJ/mol

Which of these has the highest energy relative to the best compared isomer or geometry (same formula, charge and spin)?
C7H7Br2P